[1]
Below is a 2-piece molecular cluster, C5H9N2O overall at a distorted geometry, with properties calculated with ωB97M-V with the def2-TZVPD basis set.

Structure (XYZ):
```
17
Properties=species:S:1:pos:R:3:forces:R:3
C 2.567092 -0.072966 0.060537 -0.8 -0.4 -0.7
C -0.974886 -1.135206 0.235351 -0.4 1.3 -2.7
C 3.956913 0.119612 -0.094410 -0.5 -0.5 -1.1
C -2.862838 0.285101 -0.443112 -0.1 -0.1 1.0
C -1.404224 0.121930 -0.401201 0.4 -1.0 -0.1
N 1.459158 -0.344501 0.030183 -0.6 0.4 0.5
N -0.991174 0.040248 1.043101 5.1 1.2 0.8
O -0.618566 -2.223866 0.260518 0.1 -2.1 0.6
H 4.362582 -0.144052 0.809053 1.6 -0.4 2.2
H 4.143556 1.121283 -0.348625 0.6 1.2 -0.4
H 4.279397 -0.598708 -0.829880 0.4 0.0 -0.5
H -3.214510 1.250625 -0.181725 -0.2 1.1 0.1
H -3.159555 0.018629 -1.381242 -1.0 -0.3 -2.8
H -3.375812 -0.441028 0.155314 -0.2 -0.4 0.8
H -0.749510 0.684705 -1.063830 -0.1 -0.2 0.3
H -1.723425 0.178851 1.645659 -1.9 0.7 2.4
H 0.060782 0.307901 1.264193 -2.5 -0.4 -0.3
```
Positions in Å, forces in eV/Å.

Computed properties:
* LUMO level: -0.13447 hartree
* HOMO energy: -0.5576 Eh
* maximum force: 5.31 eV/Å
* total charge: +1
* energy relative to the best compared isomer or geometry (same formula, charge and spin): 3.374 eV

Here are the natural (NBO) charges for atoms 1 to 8, given in e:
1 C 0.442
2 C 0.749
3 C -0.726
4 C -0.638
5 C -0.120
6 N -0.501
7 N -0.630
8 O -0.350

[2]
Below is C6H11NO2 as an isolated structure at a distorted geometry, with properties calculated with ωB97M-V with the def2-TZVPD basis set.

Structure (XYZ):
```
20
Properties=species:S:1:pos:R:3:forces:R:3
C -0.708453 1.364277 1.700336 0.3 -0.1 0.2
C -0.737076 -1.746132 -0.770062 0.1 0.1 0.0
C -0.182372 0.558883 -1.695331 0.0 0.0 0.1
C 1.090083 -0.375671 0.279589 -0.1 0.6 0.9
C -0.796531 -0.100098 1.362039 -0.5 0.0 -1.3
C -0.083103 -0.398610 -0.529855 -0.6 -0.1 0.7
N 2.257879 0.195255 -0.070224 -0.1 -0.3 0.0
O 0.879465 -0.639646 1.529369 0.4 -0.1 -0.5
O -1.662885 -0.846212 1.701512 0.6 0.1 0.0
H 2.501188 0.319042 -1.037701 0.0 0.0 0.0
H 2.961164 0.348386 0.634466 -0.1 0.0 0.0
H -0.564024 1.453293 2.779603 -0.1 0.0 0.0
H 0.110155 1.872604 1.197213 0.0 0.0 -0.1
H -1.655502 1.830368 1.430754 0.0 -0.1 0.0
H -0.403523 -2.162544 -1.726667 0.0 0.0 0.0
H -0.507527 -2.455500 0.021531 0.0 0.0 0.0
H -1.233003 0.696052 -1.961399 0.1 0.0 0.0
H 0.228423 1.542598 -1.457534 0.0 0.0 0.0
H -1.824354 -1.641731 -0.795045 0.0 0.0 0.0
H 0.329995 0.185389 -2.592594 0.0 0.0 0.0
```
Positions in Å, forces in eV/Å.

Computed properties:
* LUMO level: 0.02211 hartree
* HOMO energy: -0.2895 Eh
* maximum force: 1.40 eV/Å
* energy relative to the best compared isomer or geometry (same formula, charge and spin): 2.172 eV

Here are the natural (NBO) charges for atoms 1 to 8, given in e:
1 C -0.705
2 C -0.607
3 C -0.631
4 C 0.648
5 C 0.737
6 C -0.257
7 N -0.786
8 O -0.592

[3]
Below is one molecule with the formula C9H11NO3 at a distorted geometry, with properties calculated with ωB97M-V with the def2-TZVPD basis set.

Structure (XYZ):
```
24
Properties=species:S:1:pos:R:3:forces:R:3
C -0.255228 -1.671312 -1.632377 -2.4 -3.3 -0.2
C -0.437035 -0.911380 -0.369381 -1.8 0.8 1.0
C -1.302298 0.326662 -0.504410 -2.1 0.5 -0.7
C -1.097569 1.530222 0.054568 0.8 -3.5 -0.8
C 0.100470 1.839173 0.820979 -0.6 1.9 2.3
C 1.188868 0.910577 0.430009 2.9 1.8 -2.2
C 0.768975 -0.503195 0.469045 2.1 -3.4 0.3
C 0.427234 -0.973782 1.857828 0.1 0.1 -1.0
O 1.024859 -0.792411 2.875895 0.4 0.3 1.3
N -0.664160 -1.777702 1.781500 -1.4 -0.3 0.9
O -1.273840 -2.193919 2.944130 -0.8 -0.6 -0.8
C -1.301330 -1.885349 0.574508 1.3 0.6 -1.4
O -2.180881 -2.622530 0.226006 0.0 0.5 0.6
H 0.497632 -1.324306 -2.282642 1.0 0.4 -0.6
H -1.272012 -1.668063 -2.224675 2.0 -0.1 1.1
H -0.082859 -2.806115 -1.283849 -0.1 2.4 -1.3
H -2.327256 0.234982 -1.014058 1.7 -0.3 0.6
H -1.888498 2.159313 -0.050940 -1.9 2.2 -0.1
H 0.292490 2.961203 0.680075 0.3 -1.7 0.5
H -0.189740 1.627242 1.902695 0.5 0.8 -0.9
H 1.295310 1.154204 -0.680054 0.5 -0.4 1.1
H 2.232226 1.129873 0.899658 -2.0 -0.6 -0.5
H 1.678352 -1.241883 0.235917 -1.7 1.6 0.1
H -0.605560 -2.045799 3.601611 0.9 0.2 0.9
```
Positions in Å, forces in eV/Å.

Computed properties:
* LUMO level: 0.02091 hartree
* HOMO energy: -0.3508 Eh
* structure (SMILES): C[C@]12C=CCC[C@H]1C(=O)N(O)C2=O
* maximum force: 4.10 eV/Å
* energy relative to the best compared isomer or geometry (same formula, charge and spin): 2.991 eV

Here are the natural (NBO) charges for atoms 1 to 8, given in e:
1 C -0.594
2 C -0.195
3 C -0.191
4 C -0.178
5 C -0.456
6 C -0.409
7 C -0.293
8 C 0.668

[4]
Below is one molecule with the formula C4H4N2O, with properties calculated with ωB97M-V with the def2-TZVPD basis set.

Structure (XYZ):
```
11
Properties=species:S:1:pos:R:3:forces:R:3
O 2.453489 -1.122898 0.098499 -0.3 0.0 0.0
C 1.319770 -0.708944 -0.007111 0.3 0.0 -0.1
C 1.018731 0.720961 -0.196427 -0.1 0.1 -0.1
C -0.249470 1.135581 -0.203226 0.2 0.0 0.1
N -1.281664 0.238483 0.017762 0.3 -0.1 0.2
C -0.965866 -1.104016 0.098696 0.2 0.0 -0.1
N 0.211761 -1.598708 0.022441 -0.1 0.2 0.0
H 1.829121 1.431034 -0.282036 0.1 -0.2 -0.2
H -0.573138 2.153700 -0.392196 0.2 0.0 0.3
H -1.952719 0.600260 0.674527 -0.8 -0.2 -0.3
H -1.819963 -1.780141 0.156546 0.1 0.2 0.2
```
Positions in Å, forces in eV/Å.

Computed properties:
* LUMO level: 0.01671 hartree
* HOMO energy: -0.3502 Eh
* structure (SMILES): O=c1cc[nH]cn1
* maximum force: 0.86 eV/Å
* energy relative to the best compared isomer or geometry (same formula, charge and spin): 0.475 eV

Here are the natural (NBO) charges for atoms 1 to 8, given in e:
1 O -0.550
2 C 0.596
3 C -0.338
4 C 0.027
5 N -0.593
6 C 0.294
7 N -0.484
8 H 0.238

[5]
Below is a 2-piece molecular cluster, C21H13F2N2 overall at a distorted geometry, with properties calculated with ωB97M-V with the def2-TZVPD basis set.

Structure (XYZ):
```
38
Properties=species:S:1:pos:R:3:forces:R:3
F -3.088583 4.303535 2.685122 0.4 -1.6 -0.6
C -2.873269 2.979538 2.357587 -0.4 0.8 0.6
C -3.939547 2.092770 2.479144 1.1 -0.3 -0.1
C -3.706152 0.752490 2.164316 -0.2 -0.2 -0.2
C -2.453321 0.329791 1.752204 1.0 -0.2 -0.1
C -1.318137 1.205936 1.768078 -2.4 0.1 -0.7
C -0.029112 0.592407 1.583164 -0.1 -1.4 1.5
C 1.252709 1.217192 1.701743 2.6 0.0 -0.9
C 2.378125 0.323406 1.714338 -0.8 0.1 0.2
C 3.618445 0.743094 2.167676 -0.1 -0.5 -0.3
C 3.832552 2.082820 2.470718 -0.7 0.0 0.1
C 2.803417 2.987725 2.250319 0.0 0.9 0.5
F 3.003352 4.314776 2.572546 -0.2 -1.6 -0.7
C 1.550026 2.598145 1.804168 -0.6 0.2 -0.4
C -1.598759 2.574768 2.010563 0.8 0.3 -0.5
H -4.885899 2.430917 2.832309 -0.5 0.2 0.1
H -4.514327 0.018459 2.244603 0.3 0.4 -0.2
H -2.296720 -0.694118 1.345273 -0.2 0.7 0.7
H -0.015812 -0.439705 2.014086 0.0 1.3 -0.2
H 2.232192 -0.694795 1.298525 0.1 0.6 0.8
H 4.411917 0.000575 2.296143 -0.2 0.4 -0.2
H 4.756851 2.417144 2.890436 0.4 0.2 0.1
H 0.837896 3.372316 1.468118 0.6 -0.5 0.7
H -0.827088 3.344174 1.875890 -0.7 -0.5 0.5
N 0.063096 -4.752077 -7.041762 0.0 1.0 1.7
C 0.050849 -4.183928 -6.026037 0.0 -1.1 -1.9
C 0.047291 -3.494213 -4.774638 0.1 0.4 0.7
C 1.187801 -3.474634 -3.972001 0.2 0.1 0.4
C 1.197761 -2.775939 -2.763625 0.2 0.4 0.6
C 0.071888 -2.058292 -2.322213 0.0 -0.7 -1.2
N 0.084790 -1.292313 -1.130062 0.2 1.2 2.6
C 0.111504 -0.692566 -0.102156 -0.4 -1.4 -4.2
C -1.077906 -2.122110 -3.125055 -0.2 0.5 0.6
C -1.087274 -2.819876 -4.330291 -0.3 0.2 0.2
H 2.083850 -3.999647 -4.299906 -0.2 0.1 0.2
H 2.091904 -2.761070 -2.137581 -0.2 -0.1 -0.3
H -1.969235 -1.593546 -2.779122 0.2 -0.2 -0.3
H -1.987080 -2.833142 -4.942626 0.2 0.0 0.2
```
Positions in Å, forces in eV/Å.

Computed properties:
* LUMO level: -0.19681 hartree
* HOMO energy: -0.4721 Eh
* maximum force: 4.49 eV/Å
* total charge: +1

Here are the natural (NBO) charges for atoms 1 to 8, given in e:
1 F -0.309
2 C 0.388
3 C -0.184
4 C -0.203
5 C -0.123
6 C -0.168
7 C 0.080
8 C -0.164

[6]
Below is one molecule with the formula C3H4S3 at a distorted geometry, with properties calculated with ωB97M-V with the def2-TZVPD basis set.

Structure (XYZ):
```
10
Properties=species:S:1:pos:R:3:forces:R:3
C -0.700991 1.305535 0.034402 -1.6 2.5 -0.2
C -0.434815 -0.340310 0.060383 4.1 7.2 -1.7
S -1.498050 -1.379591 0.094416 -5.2 -4.4 0.4
C 1.000863 -0.630031 -0.085997 2.2 0.7 1.6
S 1.973100 0.685531 0.084205 0.9 -1.0 -0.3
S 1.690660 -2.244649 0.066637 -2.8 -0.1 -1.2
H -1.847968 1.501054 -0.502261 2.9 -0.8 2.5
H -0.097888 2.155879 -0.654376 -1.1 -3.2 1.7
H -0.465318 1.759687 1.209550 -1.4 -1.4 -3.5
H 0.380405 -2.813109 -0.306955 2.1 0.5 0.7
```
Positions in Å, forces in eV/Å.

Computed properties:
* LUMO level: -0.06594 hartree
* HOMO energy: -0.3174 Eh
* structure (SMILES): CC(=S)C(=S)S
* maximum force: 8.40 eV/Å
* energy relative to the best compared isomer or geometry (same formula, charge and spin): 3.803 eV

Here are the natural (NBO) charges for atoms 1 to 8, given in e:
1 C -0.722
2 C -0.278
3 S 0.261
4 C -0.365
5 S 0.095
6 S 0.103
7 H 0.231
8 H 0.265